No. 1
DFT (wB97M-V/def2-TZVPD) results for a structure of composition C35H18BrClF4N6NaO4.

Its HOMO energy is -0.17409 Eh. As for the energy: -151566.759 eV. Its HOMO-LUMO gap is 0.1245 Eh. Its net charge is -1. For the molar mass, the calculation gives 800.91 Da.

Atoms and positions in Å:
C (-5.036, -4.642, -3.568)
N (1.341, 7.336, 2.213)
C (0.983, 2.821, 4.684)
C (3.800, 2.198, -0.066)
C (1.350, 0.734, 3.550)
N (5.324, 7.202, 3.251)
F (1.551, 2.577, -0.781)
F (5.908, 4.496, 1.848)
H (2.259, -0.825, 2.412)
H (-4.832, -2.689, -4.425)
C (3.474, 5.951, 2.022)
H (1.661, -1.577, 5.708)
H (-2.180, -1.673, 2.013)
C (2.802, 0.312, -1.328)
H (-3.807, -3.078, 0.834)
O (-1.360, 1.386, 1.338)
N (0.200, -0.858, 2.249)
C (-1.907, 3.249, -0.023)
H (-4.084, -5.491, -0.439)
C (1.375, 0.072, 4.780)
C (1.142, 2.098, 3.514)
O (-1.176, 1.444, -1.389)
C (-4.092, -2.754, -2.429)
C (3.873, 0.948, -0.682)
C (4.903, 2.800, 0.609)
C (4.524, 6.595, 2.690)
C (-2.215, 3.299, 2.398)
C (2.601, 2.962, -0.043)
C (-1.544, 2.597, -1.245)
N (5.983, -0.472, -0.884)
C (-4.674, -3.306, -3.552)
C (5.047, 0.182, -0.752)
N (-0.323, -1.306, 1.155)
C (-2.845, 5.184, 1.064)
O (1.688, 0.635, 1.171)
H (1.194, 0.272, 6.902)
O (1.560, -1.283, 4.796)
H (-2.115, 2.805, 3.355)
C (1.196, 0.795, 5.952)
C (-2.736, 4.555, 2.312)
H (-3.813, -1.710, -2.429)
C (2.499, 4.139, 0.642)
H (-5.081, -6.472, -2.463)
C (2.280, 6.681, 2.106)
H (-0.436, -0.703, 3.033)
C (1.012, 2.167, 5.902)
H (-3.075, 5.079, 3.194)
H (-5.483, -5.072, -4.452)
C (-1.787, 2.557, 1.240)
C (-2.096, -2.282, -0.060)
C (1.454, -0.063, 2.253)
C (-4.259, -4.872, -1.309)
Cl (-3.527, 6.770, 0.979)
Na (0.028, 0.607, 0.026)
H (0.825, 3.888, 4.640)
C (3.588, 4.732, 1.341)
C (-3.267, -2.946, -0.098)
C (-3.874, -3.532, -1.292)
N (2.037, -0.287, -1.941)
H (-1.646, 3.236, -2.148)
C (-4.820, -5.423, -2.446)
C (4.805, 3.996, 1.261)
C (-1.536, -1.714, 1.124)
H (-2.516, 5.038, -1.034)
F (6.101, 2.189, 0.589)
F (1.308, 4.766, 0.629)
C (-2.431, 4.545, -0.076)
Br (-0.991, -2.163, -1.601)
H (1.099, 2.583, 2.551)
H (0.903, 2.723, 6.823)

***

No. 2
DFT (wB97M-V/def2-TZVPD) results for a structure of composition C41H34CrN2O4SSb.

As for the expectation value of S²: 6.03. Its HOMO energy (alpha / beta) is -0.17655 / -0.20124 Eh. As for the energy: -100033.190 eV. Its HOMO-LUMO gap (alpha / beta) is 0.2428 / 0.2673 Eh. Its net charge is -1. As for the spin multiplicity: 5. For the molar mass, the calculation gives 824.56 Da.

Atoms and positions in Å:
C (1.355, 0.494, -3.818)
H (-0.737, 4.196, -3.317)
C (2.356, -1.449, -4.847)
C (3.466, 2.607, -1.946)
H (-2.503, 0.586, -5.870)
C (-0.996, -3.394, 1.704)
C (3.717, 0.579, 2.232)
H (0.170, -1.785, -2.496)
H (4.418, 3.060, -1.668)
H (-4.111, 2.003, -5.099)
H (-1.044, 1.577, -5.776)
C (2.536, 3.636, -2.551)
H (0.297, -4.128, 4.773)
H (-1.837, 2.640, -0.782)
C (0.331, 4.370, -3.238)
H (1.601, -2.771, -2.726)
C (4.731, 1.509, 4.291)
Cr (-0.387, -0.157, 0.984)
C (3.047, 4.859, -2.988)
H (-4.133, 3.433, -1.057)
C (0.856, 5.586, -3.673)
H (0.266, 0.445, 3.943)
H (4.109, 5.066, -2.863)
C (-0.541, 6.123, 0.039)
C (-1.638, 1.856, -2.776)
C (1.765, 1.248, -4.926)
C (2.749, -0.692, -5.944)
C (-0.348, -4.205, 3.903)
C (1.227, 0.470, 3.441)
C (2.453, 0.665, -5.985)
C (-0.183, -3.315, 2.843)
H (1.649, -1.372, -1.664)
O (-1.067, 1.595, 1.266)
N (5.638, 1.914, 4.876)
C (-1.260, 5.120, 0.681)
H (2.422, 4.547, -0.299)
H (-1.123, 0.061, -4.905)
O (-2.556, 3.038, 2.109)
C (1.253, -1.745, -2.608)
C (-2.136, -5.282, 2.725)
C (-1.326, -5.192, 3.852)
H (-2.903, -6.049, 2.673)
H (2.746, -0.204, 0.509)
S (-0.763, -2.318, 0.308)
H (2.645, 6.767, -3.898)
C (2.327, 0.926, 4.162)
H (1.549, 2.312, -4.968)
C (1.389, 4.688, -0.012)
H (3.287, -1.161, -6.762)
C (-4.264, 2.789, -3.108)
C (3.580, 0.996, 3.551)
O (0.967, 7.976, -1.282)
C (2.602, 0.121, 1.534)
C (1.662, -0.878, -3.773)
C (1.160, 3.386, -2.699)
H (0.200, 6.339, -4.098)
H (-1.458, -5.881, 4.681)
H (0.579, -2.550, 2.883)
C (-0.669, 3.899, 0.958)
C (-1.522, 2.765, 1.542)
H (2.222, 1.251, 5.193)
C (-1.972, -4.395, 1.661)
C (-3.628, 2.957, -1.889)
H (1.110, 2.734, 0.848)
C (-1.708, 0.925, -5.203)
H (-2.604, -4.468, 0.782)
H (4.693, 0.626, 1.755)
Sb (0.384, 1.465, -2.129)
C (-2.328, 2.495, -1.739)
C (-3.602, 2.142, -4.147)
C (1.314, 0.068, 2.095)
C (0.653, 3.685, 0.614)
H (-0.986, 7.074, -0.215)
H (3.670, 1.800, -2.654)
H (-5.279, 3.146, -3.253)
C (-2.301, 1.649, -4.011)
H (3.036, 2.152, -1.047)
H (2.751, 1.270, -6.838)
H (-2.297, 5.262, 0.960)
H (2.585, -2.511, -4.816)
O (2.694, 6.782, -1.247)
N (1.548, 6.972, -1.001)
C (2.221, 5.825, -3.559)
C (0.772, 5.884, -0.297)

***

Number 1: F_max 2.57 eV/A. Number 2: F_max 2.20 eV/A.